(1)
# C4H18NO7

A cluster of 6 separate species, C4H18NO7 in total (ωB97M-V with the def2-TZVPD basis set, the Open Molecules 2025 dataset).

Last column: natural (NBO) charge in e.
Atoms and positions in Å:
C -0.087 1.898 2.092  -0.07
O -0.726 3.181 1.799  -0.76
C 1.179 1.644 1.332  -0.45
C 1.650 0.189 1.631  -0.47
C 1.412 -0.747 0.439  0.59
N 2.430 -1.457 0.091  -0.81
O 0.268 -0.643 -0.204  -0.90
H 0.218 2.085 3.137  0.16
H -0.892 1.176 1.956  0.20
H 0.927 1.682 0.266  0.22
H 2.002 2.342 1.464  0.20
H 2.698 0.197 1.912  0.22
H 1.062 -0.267 2.436  0.20
H 2.197 -2.119 -0.644  0.32
H -0.686 0.816 -0.689  0.51
H 0.926 -1.920 -3.173  0.47
H 0.814 -1.124 -1.825  0.51
O 0.913 -1.014 -2.806  -0.98
H -1.964 -1.752 0.658  0.50
H -1.447 -1.760 2.055  0.46
O -2.279 -1.620 1.568  -0.96
H -1.916 1.547 -0.297  0.47
H -0.229 3.632 1.110  0.46
O -1.402 1.362 -1.090  -0.99
H -1.339 -2.122 -1.805  0.48
H -0.482 -1.919 -0.572  0.49
O -1.076 -2.633 -1.020  -1.03
H -1.844 0.285 -2.890  0.49
H -0.684 -0.544 -3.384  0.49
O -1.643 -0.394 -3.544  -1.01

Values from the calculation:
- Net charge: -1
- Kohn-Sham gap: 9.08 eV
- LUMO: 3.281 eV
- E_HOMO: -5.796 eV

(2)
# C8H26N8O7V

A structure of composition C8H26N8O7V (ωB97M-V with the def2-TZVPD basis set, the Open Molecules 2025 dataset).

Last column: Mulliken spin population.
Atoms and positions in Å:
O -0.029 1.428 -0.604  -0.26
V 0.393 0.111 0.223  1.24
C 4.546 0.144 -1.369  0.00
C 3.187 -0.459 -1.090  0.00
O 2.526 0.186 -0.051  -0.01
H 5.058 -0.370 -2.184  0.00
H 5.170 0.054 -0.472  0.00
H 4.497 1.220 -1.547  0.00
H 3.342 -1.547 -0.932  0.00
H 2.534 -0.364 -1.975  0.00
C -3.593 -1.497 -0.535  0.00
C -2.979 -0.939 0.749  0.00
O -1.731 -0.387 0.534  0.02
H -2.880 -2.252 -0.879  0.00
H -3.750 -0.768 -1.332  0.00
H -4.566 -1.946 -0.318  0.00
H -2.974 -1.765 1.477  0.00
H -3.657 -0.138 1.094  0.00
C 0.017 -2.049 -2.354  0.00
O 0.151 -1.204 -1.475  0.01
N -1.131 -2.195 -3.050  0.00
N 1.057 -2.857 -2.712  0.00
H -1.825 -1.476 -2.956  0.00
H -1.259 -2.975 -3.663  0.00
H 0.839 -3.646 -3.300  0.00
H 1.976 -2.899 -2.316  0.00
C -0.122 1.531 2.861  -0.01
O 0.550 1.587 1.831  -0.01
N 0.217 2.254 3.965  0.00
N -1.313 0.891 2.886  0.00
H -0.361 2.243 4.781  0.00
H 1.005 2.866 3.848  0.00
H -1.646 0.439 2.021  0.00
H -1.894 0.845 3.702  0.00
C -1.509 4.196 -3.069  0.00
O -2.274 3.931 -3.992  0.00
N -0.570 5.197 -3.190  0.00
N -1.533 3.561 -1.868  0.00
H -0.505 5.566 -4.123  0.00
H 0.307 5.102 -2.706  0.00
H -1.012 3.961 -1.115  0.00
H -2.105 2.738 -1.860  0.00
C 0.865 -2.003 2.948  0.00
O 0.773 -1.335 1.918  0.00
N 0.662 -1.524 4.193  0.00
N 1.212 -3.326 2.877  0.00
H 0.940 -2.094 4.969  0.00
H 0.381 -0.579 4.354  0.00
H 1.670 -3.663 2.052  0.00
H 1.344 -3.792 3.755  0.00

Values from the calculation:
- Kohn-Sham gap (spin up / spin down): 7.71 / 7.76 eV
- LUMO (spin up / spin down): 0.158 / 0.158 eV
- Spin multiplicity: 2
- E_HOMO (spin up / spin down): -7.552 / -7.603 eV
- Expectation value of S²: 0.788

(3)
# C2H3F2I

An isolated molecule of C2H3F2I (ωB97M-V with the def2-TZVPD basis set, the Open Molecules 2025 dataset).

Last column: natural (NBO) charge in e.
Atoms and positions in Å:
C -0.116 -0.384 0.293  -0.04
C 0.872 0.541 -0.361  0.32
F 0.083 -1.649 -0.161  -0.34
F 0.774 1.774 -0.019  -0.30
I 3.378 -0.129 0.167  -0.22
H -1.083 -0.127 -0.008  0.18
H -0.224 -0.486 1.300  0.20
H 0.990 0.498 -1.485  0.20

Values from the calculation:
- Kohn-Sham gap: 8.32 eV
- LUMO: -1.020 eV
- Structure (SMILES): FC[C@@H](F)I
- E_HOMO: -9.341 eV

(4)
# C4H42N2O15

A cluster of 16 separate species, C4H42N2O15 in total (ωB97M-V with the def2-TZVPD basis set, the Open Molecules 2025 dataset).

Last column: Mulliken spin population.
Atoms and positions in Å:
C -0.298 -0.896 1.398  0.14
C -0.130 0.354 0.546  -0.07
C 0.735 1.413 1.283  0.01
N 0.474 0.241 -0.774  0.85
C -0.116 -0.690 -1.718  -0.03
N 0.025 -2.099 -1.291  0.07
H -0.242 -0.929 2.489  0.00
H 0.595 -1.501 1.202  0.00
H -1.227 -1.441 1.277  0.00
H -1.115 0.783 0.314  0.04
H 0.331 1.545 2.275  0.00
H 0.640 2.363 0.751  0.00
H 1.750 1.034 1.423  0.00
H 1.490 0.120 -0.721  -0.03
H 0.156 -0.478 -2.749  0.01
H -1.199 -0.593 -1.640  0.00
H -0.397 -2.622 -2.056  0.00
H 1.020 -2.330 -1.342  0.00
H -0.461 3.986 -0.445  0.00
H 0.343 5.224 0.044  0.00
O 0.354 4.263 0.024  0.00
H -2.350 1.431 -3.676  0.00
H -1.683 1.644 -2.348  0.00
O -2.135 2.128 -3.044  0.00
H 1.633 1.725 -4.391  0.00
H 2.623 2.151 -3.249  0.00
O 2.502 1.574 -4.024  0.00
H -1.495 -3.032 2.905  0.00
H -2.758 -2.513 2.354  0.00
O -2.409 -3.169 2.965  0.00
H -2.764 3.123 -0.937  0.00
H -2.304 2.862 0.427  0.00
O -2.283 3.582 -0.216  0.00
H 1.448 3.382 -1.080  0.00
H 1.109 1.991 -1.729  -0.02
O 1.761 2.691 -1.700  0.04
H -0.239 -3.326 0.659  0.00
H -0.052 -4.807 1.132  0.00
O -0.581 -4.015 1.237  0.00
H -4.789 2.099 0.033  0.00
H -5.141 1.880 -1.383  0.00
O -4.631 2.488 -0.831  0.00
H -1.922 -3.309 -3.901  0.00
H -2.176 -2.345 -2.740  0.00
O -1.940 -2.372 -3.676  0.00
H 4.989 1.117 1.359  0.00
H 3.905 0.736 0.400  0.00
O 4.093 0.772 1.326  0.00
H 2.951 1.454 3.935  0.00
H 3.454 0.292 3.317  0.00
O 3.465 0.680 4.207  0.00
H -0.920 -0.304 4.856  0.00
H -2.214 -1.058 4.720  0.00
O -1.557 -0.607 4.197  0.00
H 2.733 -1.809 1.753  0.00
H 3.639 -2.548 2.762  0.00
O 3.149 -2.649 1.941  0.00
H -2.344 -2.337 -0.151  0.00
H -3.211 -3.494 -0.087  0.00
O -3.276 -2.553 -0.307  0.00
H 2.771 -0.649 -3.095  0.00
H 3.467 -0.003 -2.089  0.00
O 2.749 -0.646 -2.122  0.00

Values from the calculation:
- Net charge: +1
- Kohn-Sham gap (spin up / spin down): 10.41 / 5.04 eV
- LUMO (spin up / spin down): -2.865 / -8.242 eV
- Spin multiplicity: 2
- E_HOMO (spin up / spin down): -13.280 / -13.279 eV
- Expectation value of S²: 0.755

We obtain ΔE to the lowest compared entry with this formula, charge and spin values of 52.8 139.8 163.1 50.9 kJ/mol for the records listed above, in that order.